[1]
Entry from OMol25: a 3-piece molecular cluster, C5H12O3 overall in a non-equilibrium geometry (ωB97M-V/def2-TZVPD).

Calculated values
Charge   0
Molecular weight   120.148 Da
Relative energy (zero: lowest compared OMol25 entry of this formula, charge and spin)   151.7 kcal/mol
Frontier orbital gap   4.538 eV
Electronic energy   -423.2120 hartree
HOMO level   -8.18 eV
Lowest unoccupied orbital energy   -3.64 eV

Cartesian coordinates (Å):
O: -3.60 1.41 0.44
O: -1.86 -0.45 0.13
O: -1.21 -2.24 -1.38
C: 4.09 0.81 -0.39
C: -0.74 0.39 0.32
C: 2.77 0.33 -0.35
C: 0.52 -0.41 0.81
C: 1.80 0.51 0.70
H: 2.58 -0.47 -1.08
H: 2.20 0.89 1.63
H: -4.43 1.34 -0.07
H: -1.95 -2.22 -1.95
H: 0.26 -0.62 1.86
H: -1.31 -1.45 -0.91
H: 4.42 1.41 0.39
H: -3.14 0.52 0.46
H: 0.64 -1.35 0.30
H: 4.85 0.32 -1.00
H: -0.42 0.83 -0.63
H: -0.98 1.25 0.98

***

[2]
Entry from OMol25: C2H8NS as an isolated structure in a non-equilibrium geometry (ωB97M-V/def2-TZVPD).

Calculated values
Charge   +1
Molecular weight   78.160 Da
Relative energy (zero: lowest compared OMol25 entry of this formula, charge and spin)   44.2 kcal/mol
Frontier orbital gap   8.922 eV
Electronic energy   -533.6095 hartree
HOMO level   -13.88 eV
Lowest unoccupied orbital energy   -4.96 eV

Cartesian coordinates (Å):
S: 0.68 1.20 1.83
N: -1.14 -0.41 0.34
C: -0.10 0.36 -0.19
C: 0.97 -0.51 -0.77
H: 0.79 2.32 1.05
H: -0.44 1.26 -0.80
H: -1.78 0.12 0.92
H: 0.69 -1.59 -0.50
H: 0.88 -0.39 -1.82
H: 1.95 -0.29 -0.41
H: -1.79 -0.86 -0.41
H: -0.71 -1.20 0.76

***

[3]
Entry from OMol25: C32H34NOP2PdS4Si as an isolated structure (ωB97M-V/def2-TZVPD).

Calculated values
Charge   -1
Molecular weight   773.352 Da
Relative energy (zero: lowest compared OMol25 entry of this formula, charge and spin)   9.5 kcal/mol
Frontier orbital gap   6.080 eV
Electronic energy   -4062.8216 hartree
HOMO level   -3.71 eV
Lowest unoccupied orbital energy   2.37 eV

Cartesian coordinates (Å):
Pd: 0.98 1.57 -0.70
S: 2.18 5.63 1.72
S: 2.76 1.42 0.85
S: 0.77 3.85 -0.26
S: 3.87 3.47 2.74
P: 0.37 -0.59 -0.57
P: -0.60 0.01 2.05
Si: 0.71 2.53 -3.84
O: 3.94 5.94 3.66
N: 0.27 -1.18 1.07
C: 1.50 4.21 -3.63
C: -1.36 -0.93 -1.10
C: -3.84 -2.58 1.89
C: 2.75 3.06 1.44
C: 1.65 0.33 5.43
C: -4.07 -1.36 -1.63
C: -3.29 0.02 2.68
C: 2.29 -1.49 -2.31
C: 3.43 5.18 2.88
C: -0.23 1.88 -2.38
C: 1.33 -1.90 -1.40
C: -0.50 2.67 -5.28
C: 2.08 1.38 -4.43
C: 0.06 -0.34 3.74
C: -4.86 -1.78 2.39
C: 1.97 4.05 0.98
C: -2.31 0.05 -0.79
C: 1.08 0.51 4.18
C: 0.17 -1.52 5.84
C: 2.85 -3.77 -2.80
C: -2.26 -0.78 2.20
C: -1.78 -2.11 -1.70
C: -4.59 -0.48 2.79
C: -3.13 -2.32 -1.97
C: -2.54 -2.09 1.80
C: 3.04 -2.42 -3.02
C: -3.66 -0.17 -1.04
C: 1.53 -1.68 1.65
C: -0.40 -1.35 4.58
C: 1.20 -0.69 6.26
C: 1.15 -3.27 -1.17
C: 1.91 -4.20 -1.87
H: -0.95 1.69 -5.49
H: 3.79 -2.07 -3.73
H: 1.64 -0.83 7.24
H: 2.10 -2.22 0.90
H: -5.38 0.15 3.16
H: 2.49 1.75 -5.38
H: -1.99 0.99 -0.36
H: -0.01 3.02 -6.20
H: -4.39 0.58 -0.78
H: 2.91 1.35 -3.71
H: -0.74 0.97 -2.72
H: -1.75 -2.69 1.39
H: -1.32 3.36 -5.05
H: -1.21 -2.00 4.26
H: 0.81 4.93 -3.19
H: 2.45 0.98 5.75
H: -5.87 -2.17 2.45
H: 2.36 4.15 -2.97
H: 0.43 -3.60 -0.43
H: 3.45 -4.50 -3.34
H: 1.73 0.36 -4.59
H: 1.43 1.30 3.52
H: 1.78 -5.26 -1.68
H: 1.83 4.60 -4.61
H: -4.05 -3.59 1.56
H: 2.45 -0.42 -2.44
H: -0.19 -2.31 6.49
H: -1.02 2.61 -2.18
H: 2.17 -0.89 2.03
H: -5.12 -1.54 -1.82
H: -3.44 -3.24 -2.44
H: -3.08 1.04 2.96
H: -1.06 -2.86 -1.99
H: 1.31 -2.37 2.47

***

[4]
Entry from OMol25: a 2-piece molecular cluster, C2H8Cl2NSi overall in a non-equilibrium geometry (ωB97M-V/def2-TZVPD).

Calculated values
Charge   +1
Molecular weight   145.085 Da
Relative energy (zero: lowest compared OMol25 entry of this formula, charge and spin)   55.2 kcal/mol
Frontier orbital gap   8.627 eV
Electronic energy   -1345.3799 hartree
HOMO level   -13.09 eV
Lowest unoccupied orbital energy   -4.46 eV

Cartesian coordinates (Å):
Cl: -2.89 0.39 1.09
Cl: -1.37 -1.81 -0.98
Si: -1.49 0.11 -0.35
N: 1.55 -1.23 1.25
C: -1.34 1.36 -1.81
C: 1.12 0.21 1.10
H: 1.18 0.85 2.00
H: -0.23 1.28 -1.93
H: 1.93 -1.66 0.38
H: 0.65 -1.65 1.39
H: 2.32 -1.60 1.90
H: 1.82 0.52 0.35
H: -1.76 0.91 -2.76
H: -1.50 2.33 -1.63